(1)
Below is a 3-piece molecular cluster, C2H4N4S2 overall, with properties calculated with ωB97M-V with the def2-TZVPD basis set.

## Properties
multiplicity	1
E_tot	-29761.979	eV
HOMO-LUMO gap	6.8	eV
lowest unoccupied orbital energy	-0.063	hartree

Atoms and positions in Å:
1 C 1.482188 -0.064818 -0.165948
2 C -1.411901 0.036523 -0.246920
3 H 1.359450 2.013381 0.771152
4 H -1.315328 2.079831 0.592094
5 H -1.356416 -1.919510 -0.198331
6 H 0.995053 -2.078082 0.424671
7 N 0.874738 1.111401 -0.379700
8 N -0.566348 1.187508 -0.357713
9 N -0.725691 -1.056725 -0.310821
10 N 0.684399 -1.133567 -0.211623
11 S 3.083794 -0.105757 0.027390
12 S -3.103939 -0.070186 0.055752

Cartesian forces (eV/Å) of the 2 atoms listed first:
-0.037 -0.579 0.684
0.181 2.486 1.081

Taken from the Mulliken analysis, the atomic charges in e are:
1 C 0.238
2 C 0.318
3 H 0.383
4 H 0.362
5 H 0.256
6 H 0.347
7 N -0.386
8 N -0.382
9 N -0.173
10 N -0.233
11 S -0.331
12 S -0.399

(2)
Below is a single C2H4N4S2 molecule, with properties calculated with ωB97M-V with the def2-TZVPD basis set.

## Properties
multiplicity	1
E_tot	-29768.012	eV
HOMO-LUMO gap	9.6	eV
lowest unoccupied orbital energy	0.005	hartree

Atoms and positions in Å:
1 C -1.871451 0.477714 0.319699
2 N -0.802487 -0.452217 0.161510
3 N -0.928677 -1.752275 0.011996
4 N 0.209307 -2.279103 -0.145000
5 N 1.190119 -1.379850 -0.117170
6 C 0.654563 -0.216514 0.066939
7 S 1.345253 1.363870 0.190807
8 S 3.324606 0.979910 -0.110456
9 H -1.701994 1.101420 1.197166
10 H -1.948642 1.118364 -0.563374
11 H -2.793457 -0.090460 0.434034
12 H 3.322859 1.129142 -1.446150

Cartesian forces (eV/Å) of the 2 atoms listed first:
-0.494 0.328 -0.108
4.753 0.705 -0.277

Taken from the Mulliken analysis, the atomic charges in e are:
1 C -0.808
2 N 0.513
3 N -0.289
4 N -0.494
5 N -0.158
6 C 0.396
7 S -0.080
8 S -0.196
9 H 0.299
10 H 0.311
11 H 0.325
12 H 0.181